No. 1
The following is a DFT calculation (ωB97M-V with the def2-TZVPD basis set) of C10H14CaN4O10 as an isolated structure.

```
39
Properties=species:S:1:pos:R:3:lowdin_charge:R:1
Ca 1.124 -0.963 0.028 1.432
C 2.344 -0.436 2.505 -1.139
O 2.931 -1.092 1.679 -0.161
O 2.330 -1.008 3.611 -0.129
O 1.378 0.251 2.058 -0.260
C 0.832 -3.733 0.322 -1.131
O 1.054 -3.255 -0.843 -0.246
O 0.747 -2.931 1.277 -0.179
O 0.988 -4.930 0.506 -0.120
C 4.021 -0.882 -1.634 -0.692
O 2.767 -0.887 -1.633 -0.121
N 4.665 0.240 -1.370 0.174
N 4.616 -2.066 -1.642 0.192
H 5.596 0.109 -1.000 0.103
H 4.075 1.060 -1.378 0.119
H 5.623 -1.987 -1.626 0.094
H 4.059 -2.906 -1.574 0.133
C -0.007 1.912 -1.111 -0.774
O 0.572 0.894 -1.418 -0.027
N -0.842 2.543 -1.909 0.156
N 0.002 2.473 0.050 0.204
H -1.347 3.300 -1.470 0.097
H -1.178 1.988 -2.683 0.115
H -0.586 3.279 0.207 0.109
H 0.669 2.183 0.751 0.101
C -2.553 -0.199 1.558 0.094
C -3.488 0.884 1.974 -0.005
C -4.161 1.497 1.036 -0.375
C -4.002 1.197 -0.362 -0.028
C -3.128 0.172 -0.758 -0.019
C -2.282 -0.432 0.180 -0.356
O -1.289 -1.257 -0.113 -0.026
O -4.932 2.611 1.383 -0.003
H -1.846 -0.637 2.247 0.130
H -3.565 1.149 3.018 0.115
H -4.733 1.570 -1.064 0.092
H -3.070 -0.137 -1.791 0.112
H -1.655 -2.109 0.134 0.137
H -5.731 2.533 0.857 0.081
```

Computed properties:
Kohn-Sham gap: 2.7 eV
total charge: -2
HOMO: 1.1 eV

No. 2
The following is a DFT calculation (ωB97M-V with the def2-TZVPD basis set) of one molecule with the formula C6H10O.

```
17
Properties=species:S:1:pos:R:3:lowdin_charge:R:1
C -1.789 -0.214 1.273 -0.107
C -1.766 0.633 0.031 -0.112
C -0.939 -0.617 0.103 -0.256
C 0.573 -0.528 0.168 -0.324
C 1.269 -0.110 -1.158 -0.038
C 2.262 0.857 0.789 0.048
O 0.989 0.552 1.027 -0.179
H -1.276 0.177 2.147 0.104
H -2.683 -0.795 1.489 0.101
H -2.643 0.639 -0.611 0.101
H -1.233 1.577 0.093 0.108
H -1.286 -1.470 -0.481 0.144
H 0.978 -1.469 0.573 0.151
H 1.832 -0.916 -1.634 0.091
H 0.575 0.363 -1.849 0.091
H 2.807 -0.105 0.572 0.025
H 1.956 0.748 -0.932 0.051
```

Computed properties:
Kohn-Sham gap: 9.0 eV
HOMO: -8.5 eV
energy above the lowest of the compared OMol25 structures with the same formula, charge and spin: 441.7 kJ/mol

No. 3
The following is a DFT calculation (ωB97M-V with the def2-TZVPD basis set) of C22H14Cl5HoN2OS2 as an isolated structure.

```
47
Properties=species:S:1:pos:R:3:lowdin_charge:R:1
Ho 1.513 1.382 -1.404 1.280
C -1.467 -1.270 0.645 -0.012
C -0.804 -0.459 -0.424 -0.237
N -0.171 0.642 -0.149 -0.117
N -0.082 1.012 1.197 -0.050
C 0.493 2.145 1.413 -1.105
S 1.166 3.335 0.309 0.458
S 0.575 2.548 3.157 0.859
C -1.168 3.010 3.435 -0.427
C -2.204 1.963 3.161 -0.308
C -2.325 0.841 3.972 -0.051
C -3.290 -0.117 3.710 -0.088
C -4.153 0.040 2.633 -0.108
C -4.042 1.158 1.823 -0.087
C -3.068 2.110 2.085 -0.051
C -0.857 -0.941 -1.822 -0.100
C -1.467 -2.185 -2.071 -0.037
C -1.571 -2.734 -3.329 -0.081
C -1.066 -2.028 -4.421 -0.069
C -0.480 -0.799 -4.231 -0.013
C -0.368 -0.233 -2.954 -0.334
O 0.202 0.967 -2.866 -0.268
H -1.355 -0.797 1.613 0.064
H -1.020 -2.264 0.668 0.093
H -2.525 -1.389 0.420 0.094
H -1.384 3.912 2.862 0.080
H -1.172 3.290 4.491 0.079
H -1.649 0.711 4.806 0.115
H -3.374 -0.985 4.349 0.103
H -4.909 -0.706 2.431 0.101
H -4.713 1.291 0.985 0.103
H -2.978 2.980 1.447 0.116
H -1.867 -2.741 -1.237 0.101
H -2.043 -3.695 -3.461 0.102
H -1.137 -2.440 -5.417 0.107
H -0.093 -0.224 -5.060 0.119
Cl 2.452 -2.019 0.398 0.674
C 3.723 -1.198 -0.473 -0.701
C 3.406 -0.028 -1.137 -0.320
C 4.447 0.573 -1.804 -0.670
Cl 4.062 2.099 -2.671 0.623
C 5.754 0.099 -1.856 -0.711
Cl 6.988 0.925 -2.722 0.693
C 6.025 -1.087 -1.175 -0.699
Cl 7.615 -1.737 -1.202 0.693
C 5.007 -1.746 -0.476 -0.699
Cl 5.370 -3.209 0.353 0.686
```

Computed properties:
Kohn-Sham gap (alpha / beta): 7.9 / 7.9 eV
HOMO (alpha / beta): -8.5 / -8.4 eV
2S+1: 5
energy above the lowest of the compared OMol25 structures with the same formula, charge and spin: 0.0 kJ/mol

No. 4
The following is a DFT calculation (ωB97M-V with the def2-TZVPD basis set) of C23H37BrGeN2PtS as an isolated structure.

```
66
Properties=species:S:1:pos:R:3:lowdin_charge:R:1
Pt 0.165 -0.001 0.020 0.658
Br -1.348 1.226 1.794 1.101
C 0.084 2.289 2.326 -0.477
C -0.155 3.376 3.231 0.023
C 0.909 4.080 3.721 0.066
C 2.227 3.743 3.313 0.160
C 2.452 2.688 2.417 -0.132
C 3.745 2.335 2.044 0.179
C 3.986 1.228 1.155 0.061
C 2.946 0.517 0.655 -0.004
C 1.569 0.904 0.933 -0.290
C 1.343 1.949 1.883 -0.222
H -1.166 3.618 3.540 0.148
H 0.751 4.891 4.422 0.159
H 3.066 4.320 3.691 0.166
H 4.592 2.880 2.452 0.168
H 5.006 0.966 0.903 0.154
H 3.139 -0.329 0.006 0.126
C -2.642 -1.984 -2.058 -0.045
C -1.811 -1.964 -0.792 -0.296
C -1.078 -3.256 -0.441 -0.232
C 0.187 -3.029 0.373 -0.269
Ge -0.053 -1.904 1.986 1.050
C -1.536 -2.159 3.170 -0.333
C -2.982 -2.181 2.669 -0.289
C -3.977 -2.595 3.746 -0.235
C -4.212 -1.489 4.781 -0.082
H -3.084 -1.012 -2.272 0.098
H -3.462 -2.693 -1.922 0.117
H -2.059 -2.315 -2.917 0.089
H -2.407 -1.621 0.058 0.087
H -0.984 -1.174 -0.970 -0.010
H -0.812 -3.787 -1.357 0.136
H -1.764 -3.909 0.103 0.134
H 1.040 -2.736 -0.241 0.050
H 0.523 -3.907 0.958 0.120
H 1.247 -1.603 2.759 0.004
H -1.387 -1.477 4.010 0.079
H -1.224 -3.161 3.527 0.113
H -3.076 -2.858 1.816 0.101
H -3.258 -1.170 2.336 0.086
H -3.607 -3.504 4.229 0.125
H -4.920 -2.869 3.277 0.124
H -3.371 -1.385 5.470 0.074
H -5.088 -1.708 5.387 0.092
H -4.393 -0.526 4.296 0.075
C 1.671 -1.735 -2.821 -0.062
C 0.748 -0.888 -3.678 -0.201
N 1.274 0.469 -3.872 0.067
C 1.024 1.534 -3.141 -0.641
S -0.103 1.550 -1.753 0.752
N 1.456 2.734 -3.468 0.030
C 2.153 3.103 -4.726 -0.176
C 1.177 3.470 -5.831 -0.044
H 1.309 -2.763 -2.778 0.095
H 1.728 -1.342 -1.796 0.010
H 2.681 -1.756 -3.226 0.102
H -0.263 -0.811 -3.276 0.079
H 0.660 -1.331 -4.669 0.147
H 1.774 0.630 -4.738 0.159
H 1.152 3.499 -2.881 0.137
H 2.812 2.280 -5.008 0.121
H 2.804 3.938 -4.469 0.137
H 0.513 2.642 -6.084 0.084
H 1.738 3.736 -6.725 0.103
H 0.571 4.331 -5.548 0.093
```

Computed properties:
Kohn-Sham gap (alpha / beta): 4.4 / 4.4 eV
total charge: +4
HOMO (alpha / beta): -20.6 / -20.6 eV
energy above the lowest of the compared OMol25 structures with the same formula, charge and spin: 71.2 kJ/mol

Max |F| (eV Å⁻¹)
9.25, 1.73, 1.76, 1.09
Molar mass (g mol⁻¹)
390.32, 98.14, 728.70, 721.22